(1)
The following is a quantum chemistry calculation of 9 unconnected molecules or ions with the total composition C28H81N7O9 in a non-equilibrium geometry, from OMol25.

Last column: Löwdin charge in e.
Positions of all 125 atoms, in Å:
C1 2.36 18.96 22.25  -0.095
O1 2.69 17.75 21.60  -0.247
C2 1.83 16.68 21.99  -0.193
C3 2.25 15.50 21.16  -0.428
C4 1.41 14.27 21.47  -0.058
N1 3.67 15.22 21.40  0.077
H1 1.34 19.02 22.61  0.087
H2 2.59 19.78 21.58  0.091
H3 3.01 19.02 23.14  0.089
H4 1.96 16.50 23.06  0.128
H5 0.81 16.92 21.65  0.136
H6 2.07 15.82 20.11  0.141
H7 0.36 14.47 21.20  0.079
H8 1.42 14.14 22.56  0.077
H9 1.77 13.36 21.00  0.055
H10 4.17 16.10 21.30  0.041
H11 4.09 14.53 20.80  0.068
C5 1.83 9.67 15.48  -0.116
O2 1.83 9.82 16.87  -0.188
C6 2.95 10.46 17.42  -0.212
C7 2.53 11.48 18.47  -0.431
C8 1.59 12.53 17.91  -0.052
N2 3.69 12.08 19.15  0.029
H12 1.23 8.80 15.22  0.086
H13 2.83 9.45 15.07  0.085
H14 1.48 10.60 15.03  0.090
H15 3.56 9.70 17.93  0.118
H16 3.61 10.89 16.65  0.128
H17 1.99 10.93 19.24  0.144
H18 2.03 13.08 17.08  0.084
H19 1.09 13.16 18.65  0.063
H20 0.70 12.00 17.54  0.081
H21 4.29 11.30 19.54  0.037
H22 4.29 12.48 18.42  0.009
C9 7.01 15.20 21.77  -0.118
O3 5.95 16.10 21.98  -0.257
C10 6.36 17.44 22.23  -0.197
C11 6.46 18.26 20.97  -0.405
C12 6.73 19.72 21.30  -0.065
N3 5.13 18.22 20.25  0.051
H23 6.66 14.25 21.35  0.031
H24 7.59 14.98 22.67  0.088
H25 7.67 15.60 20.99  0.092
H26 5.59 17.84 22.89  0.122
H27 7.30 17.46 22.82  0.125
H28 7.09 17.88 20.16  0.132
H29 6.84 20.32 20.40  0.074
H30 7.67 19.74 21.86  0.078
H31 5.91 20.15 21.87  0.076
H32 5.02 17.26 19.91  0.060
H33 4.41 18.18 20.99  0.028
C13 7.13 18.08 26.20  -0.103
O4 5.86 17.48 26.00  -0.200
C14 5.93 16.19 25.43  -0.221
C15 4.60 15.87 24.83  -0.443
C16 3.57 15.72 25.94  -0.057
N4 4.68 14.59 24.12  0.052
H34 7.47 18.54 25.26  0.080
H35 7.88 17.33 26.46  0.087
H36 7.03 18.83 26.98  0.084
H37 6.79 16.13 24.74  0.108
H38 6.19 15.50 26.26  0.135
H39 4.32 16.69 24.15  0.120
H40 3.80 14.85 26.55  0.078
H41 2.56 15.60 25.53  0.068
H42 3.60 16.59 26.61  0.076
H43 3.85 14.59 23.51  0.046
H44 5.33 14.61 23.33  0.031
C17 6.16 13.12 18.59  -0.098
O5 6.93 14.29 18.85  -0.164
C18 7.38 14.92 17.70  -0.222
C19 8.29 14.11 16.79  -0.468
C20 9.45 13.54 17.58  -0.057
N5 8.85 14.92 15.72  0.038
H45 6.01 12.64 19.57  0.049
H46 6.72 12.36 18.02  0.083
H47 5.21 13.37 18.13  0.091
H48 6.54 15.30 17.09  0.133
H49 7.96 15.79 18.03  0.129
H50 7.77 13.25 16.37  0.130
H51 9.93 12.76 16.99  0.082
H52 9.12 13.05 18.51  0.065
H53 10.16 14.31 17.87  0.086
H54 8.09 15.14 15.07  0.074
H55 9.04 15.84 16.14  0.073
C21 8.79 11.92 22.53  -0.083
O6 9.85 11.19 21.95  -0.195
C22 10.88 10.94 22.82  -0.275
C23 12.01 10.17 22.20  -0.449
C24 11.57 8.83 21.62  -0.055
N6 13.07 9.92 23.18  0.034
H56 9.10 12.95 22.71  0.095
H57 8.36 11.34 23.36  0.097
H58 7.98 11.95 21.80  0.049
H59 11.25 11.91 23.24  0.128
H60 10.51 10.47 23.76  0.132
H61 12.33 10.80 21.37  0.144
H62 11.23 8.16 22.42  0.083
H63 12.36 8.42 21.00  0.078
H64 10.66 8.93 21.02  0.063
H65 13.28 10.75 23.73  0.070
H66 12.75 9.25 23.88  0.070
C25 5.75 6.17 18.87  -0.073
O7 5.80 7.51 19.35  -0.203
C26 6.49 8.37 18.52  -0.226
C27 6.55 9.80 19.11  -0.361
C28 7.91 10.17 19.71  -0.052
N7 5.49 10.02 20.12  0.048
H67 5.35 5.58 19.68  0.089
H68 6.77 5.81 18.65  0.090
H69 5.15 6.12 17.95  0.091
H70 7.52 8.03 18.34  0.122
H71 6.05 8.44 17.51  0.124
H72 6.42 10.50 18.27  0.103
H73 8.76 9.69 19.20  0.085
H74 8.05 9.77 20.72  0.084
H75 8.08 11.24 19.69  0.059
H76 4.96 9.17 20.31  0.089
H77 5.92 10.21 21.03  0.058
O8 5.79 12.86 21.49  -0.096
H78 5.57 12.36 22.29  0.045
H79 5.27 12.43 20.79  0.004
O9 5.36 10.64 23.51  -0.048
H80 5.62 9.71 23.62  0.049
H81 4.98 10.90 24.35  0.058

The total energy is -2175.64244 hartree. The molecular weight comes out at 660.0 g/mol. The max |F| is 2.58 eV Å⁻¹. The calculation puts the orbital gap at 8.40 eV. The SMILES is COC[C@H](C)N.COC[C@H](C)N.COC[C@H](C)N.COC[C@H](C)N.COC[C@H](C)N.COC[C@H](C)N.COC[C@H](C)N.O.O.

=====

(2)
The following is a quantum chemistry calculation of 2 unconnected molecules or ions with the total composition CH2O4S2 in a non-equilibrium geometry, from OMol25.

Last column: natural (NBO) charge in e.
Positions of all 9 atoms, in Å:
C1 -0.90 0.23 -1.51  -0.943
O1 -2.13 -0.47 0.74  -0.855
O2 -1.09 1.77 0.63  -0.849
O3 3.32 -0.73 0.94  -0.805
O4 0.91 -0.32 1.23  -0.858
S1 -1.27 0.52 0.04  2.127
S2 2.21 -0.75 1.81  1.669
H1 -1.19 -0.68 -1.94  0.249
H2 0.13 0.43 -1.93  0.265

The total energy is -1136.52696 hartree. The molecular weight comes out at 142.2 g/mol. The max |F| is 5.16 eV Å⁻¹. The calculation puts the orbital gap (alpha / beta) at 8.01 / 8.01 eV.

=====

(3)
The following is a quantum chemistry calculation of 8 unconnected molecules or ions with the total composition C42H90F9N5O6 in a non-equilibrium geometry, from OMol25.

Last column: Löwdin charge in e.
Positions of all 152 atoms, in Å:
C1 7.06 1.10 22.46  -0.049
C2 5.53 1.29 22.18  -0.171
O1 5.25 2.48 21.42  0.013
C3 5.10 3.69 22.01  -0.302
O2 5.03 3.84 23.27  0.106
C4 4.83 4.76 21.02  -0.577
F1 5.54 4.55 19.96  0.207
F2 3.52 4.77 20.58  0.136
F3 5.09 5.96 21.54  0.180
H1 7.54 1.99 22.88  0.074
H2 7.53 0.91 21.50  0.060
H3 7.21 0.27 23.14  0.070
H4 4.91 1.36 23.08  0.119
H5 5.28 0.38 21.63  0.116
C5 18.42 -4.46 17.31  -0.039
C6 16.97 -4.64 17.80  -0.228
O3 15.99 -4.39 16.84  0.016
C7 15.44 -3.16 16.75  -0.301
O4 15.83 -2.18 17.42  0.110
C8 14.31 -3.07 15.70  -0.546
F4 13.19 -2.80 16.34  0.185
F5 14.52 -1.97 14.94  0.149
F6 14.30 -4.21 14.99  0.177
H6 18.75 -5.20 16.58  0.080
H7 19.01 -4.44 18.22  0.068
H8 18.55 -3.48 16.85  0.078
H9 16.72 -4.18 18.76  0.107
H10 16.88 -5.71 17.96  0.124
C9 10.79 -1.78 18.58  -0.026
C10 9.71 -2.02 19.63  -0.263
O5 8.70 -2.83 19.26  0.051
C11 7.46 -2.38 19.43  -0.352
O6 7.09 -1.35 19.97  0.152
C12 6.46 -3.29 18.72  -0.509
F7 5.21 -2.78 18.92  0.139
F8 6.63 -3.41 17.40  0.170
F9 6.52 -4.46 19.37  0.151
H11 11.48 -2.61 18.39  0.061
H12 11.47 -1.22 19.21  0.053
H13 10.46 -1.25 17.69  0.095
H14 9.43 -0.98 19.83  0.116
H15 9.94 -2.48 20.59  0.136
C13 5.76 -4.76 12.06  -0.100
C14 7.14 -5.16 12.19  -0.273
N1 8.13 -4.12 12.67  -0.177
C15 8.20 -2.95 11.74  -0.261
C16 8.40 -3.38 10.33  -0.108
C17 8.00 -3.86 14.11  -0.236
C18 8.61 -2.59 14.79  -0.065
H16 5.43 -4.24 12.96  0.068
H17 5.00 -5.46 11.72  0.087
H18 5.75 -3.88 11.41  0.064
H19 7.30 -5.94 12.93  0.110
H20 7.60 -5.50 11.27  0.100
H21 7.26 -2.40 11.80  0.104
H22 9.00 -2.31 12.13  0.106
H23 8.84 -2.57 9.75  0.075
H24 9.07 -4.24 10.26  0.080
H25 7.47 -3.69 9.83  0.071
H26 8.29 -4.82 14.55  0.108
H27 6.94 -3.83 14.37  0.082
H28 9.66 -2.63 15.08  0.058
H29 8.14 -2.48 15.77  0.042
H30 8.50 -1.69 14.19  0.065
C19 13.84 -2.72 21.02  -0.080
C20 14.79 -3.81 21.46  -0.237
N2 16.23 -3.45 21.34  -0.181
C21 17.07 -4.58 21.60  -0.312
C22 18.57 -4.41 21.63  -0.077
C23 16.63 -2.19 21.94  -0.245
C24 16.58 -2.15 23.49  -0.074
H31 14.18 -2.40 20.03  0.079
H32 13.93 -1.84 21.64  0.047
H33 12.81 -3.05 21.14  0.070
H34 14.53 -4.13 22.47  0.113
H35 14.71 -4.66 20.79  0.105
H36 16.80 -5.18 22.47  0.106
H37 16.77 -5.39 20.93  0.100
H38 18.86 -3.75 22.44  0.071
H39 19.05 -5.39 21.58  0.081
H40 18.90 -3.88 20.73  0.063
H41 16.21 -1.27 21.54  0.111
H42 17.66 -1.99 21.67  0.098
H43 17.26 -1.42 23.93  0.067
H44 16.74 -3.12 23.96  0.070
H45 15.66 -1.70 23.87  0.053
C25 1.47 -7.85 17.66  -0.092
C26 2.79 -7.95 16.85  -0.246
N3 3.47 -6.66 16.90  -0.204
C27 2.82 -5.71 16.06  -0.260
C28 3.10 -4.34 16.68  -0.080
C29 4.90 -6.90 16.59  -0.267
C30 5.58 -7.25 17.83  -0.104
H46 0.58 -7.71 17.05  0.061
H47 1.45 -7.26 18.57  0.079
H48 1.25 -8.89 17.90  0.059
H49 3.38 -8.76 17.27  0.106
H50 2.47 -8.18 15.83  0.113
H51 3.18 -5.77 15.03  0.114
H52 1.74 -5.86 16.08  0.110
H53 2.97 -4.33 17.76  0.075
H54 4.13 -3.99 16.59  0.040
H55 2.62 -3.48 16.20  0.069
H56 5.37 -6.05 16.10  0.110
H57 5.02 -7.74 15.90  0.114
H58 5.70 -6.44 18.55  0.057
H59 6.57 -7.69 17.72  0.080
H60 5.00 -8.00 18.36  0.072
C31 8.35 -7.54 21.35  -0.079
C32 8.97 -6.13 21.36  -0.245
N4 10.41 -6.10 21.71  -0.179
C33 10.71 -6.25 23.13  -0.256
C34 9.95 -5.20 24.01  -0.066
C35 11.38 -6.80 20.83  -0.239
C36 11.38 -6.15 19.50  -0.109
H61 8.55 -8.00 22.32  0.066
H62 8.72 -8.20 20.57  0.065
H63 7.27 -7.42 21.26  0.069
H64 8.76 -5.67 20.39  0.081
H65 8.25 -5.57 21.95  0.102
H66 11.79 -6.16 23.20  0.098
H67 10.55 -7.26 23.53  0.100
H68 10.14 -4.22 23.59  0.052
H69 10.45 -5.20 24.98  0.067
H70 8.91 -5.52 24.09  0.065
H71 12.40 -6.59 21.17  0.110
H72 11.11 -7.85 20.73  0.111
H73 10.44 -5.85 19.04  0.065
H74 11.91 -5.19 19.47  0.060
H75 11.78 -6.79 18.72  0.077
C37 10.38 -1.19 24.13  -0.077
C38 11.26 0.04 24.31  -0.303
N5 11.11 0.97 23.24  -0.172
C39 11.86 2.15 23.70  -0.252
C40 13.36 1.90 23.93  -0.071
C41 11.58 0.37 21.99  -0.240
C42 11.41 1.35 20.82  -0.070
H76 9.34 -0.87 24.04  0.068
H77 10.43 -1.77 25.05  0.073
H78 10.64 -1.84 23.30  0.047
H79 11.01 0.52 25.26  0.123
H80 12.29 -0.28 24.45  0.101
H81 11.58 2.96 23.03  0.102
H82 11.35 2.63 24.53  0.114
H83 13.80 2.90 23.93  0.074
H84 13.44 1.40 24.89  0.066
H85 13.85 1.33 23.14  0.066
H86 10.94 -0.45 21.67  0.078
H87 12.55 -0.13 22.08  0.094
H88 12.18 2.12 20.76  0.068
H89 10.48 1.91 20.75  0.078
H90 11.47 0.79 19.88  0.047

The total energy is -3278.09671 hartree. The molecular weight comes out at 932.2 g/mol. The max |F| is 7.27 eV Å⁻¹. The calculation puts the orbital gap at 8.54 eV. The SMILES is CCOC(=O)C(F)(F)F.CCOC(=O)C(F)(F)F.CCOC(=O)C(F)(F)F.CCN(CC)CC.CCN(CC)CC.CCN(CC)CC.CCN(CC)CC.CCN(CC)CC.

=====

(4)
The following is a quantum chemistry calculation of a single C4H11N3 molecule in a non-equilibrium geometry, from OMol25.

Last column: natural (NBO) charge in e.
Positions of all 18 atoms, in Å:
H1 2.44 1.32 -1.11  0.338
N1 2.06 0.39 -1.28  -0.776
C1 1.57 -0.01 -0.16  0.605
N2 2.14 0.25 1.06  -0.844
N3 0.62 -1.04 -0.16  -0.685
C2 -0.69 -1.05 0.43  -0.199
C3 -1.84 -0.34 -0.34  -0.414
C4 -1.53 1.16 -0.36  -0.618
H2 1.98 -0.32 1.88  0.391
H3 3.12 0.50 1.02  0.391
H4 0.73 -1.68 -0.94  0.397
H5 -0.69 -0.57 1.42  0.181
H6 -0.94 -2.10 0.63  0.194
H7 -1.92 -0.68 -1.37  0.210
H8 -2.62 -0.46 0.40  0.204
H9 -2.37 1.64 -0.85  0.208
H10 -0.66 1.45 -0.95  0.220
H11 -1.41 1.52 0.66  0.197

The total energy is -323.24608 hartree. The molecular weight comes out at 101.2 g/mol. The max |F| is 2.60 eV Å⁻¹. The calculation puts the orbital gap at 9.27 eV. The SMILES is [H]/N=C(\N)NCCC.